ORCA calculation (ωB97M-V/def2-TZVPD) on a 13-piece molecular cluster, C40H113N7O19 overall in a non-equilibrium geometry.

Geometry as XYZ:
```
179
Properties=species:S:1:pos:R:3:forces:R:3:lowdin_charge:R:1
C 0.757 -1.165 -1.530 -1.1 0.1 -0.2 -0.0318
C 0.993 0.227 -0.948 2.0 0.4 -0.1 -0.3694
C 2.550 0.519 -0.742 -1.1 -0.5 0.1 -0.1695
O 3.087 -0.221 0.346 -1.4 -0.7 -0.1 -0.2132
C 4.398 0.123 0.681 0.5 -0.7 -1.6 -0.0996
N 0.530 1.282 -1.847 -0.6 0.4 -0.2 0.0512
H -0.231 -1.613 -1.260 0.9 0.4 0.2 0.0633
H 1.542 -1.860 -1.269 0.2 -0.1 0.0 0.0714
H 0.692 -1.047 -2.617 0.2 -0.2 0.1 0.0667
H 0.552 0.390 0.014 -0.5 -0.4 0.9 0.0996
H 2.750 1.572 -0.563 -0.4 0.5 0.0 0.1177
H 3.020 0.289 -1.696 0.5 -0.3 -0.2 0.1075
H 4.418 1.052 1.216 0.3 0.6 0.4 0.0757
H 4.913 0.218 -0.304 0.4 0.2 0.8 0.1000
H 4.862 -0.698 1.251 -0.3 0.4 -0.1 0.0802
H 0.311 2.105 -1.261 0.4 -0.1 -0.4 0.0350
H -0.385 1.065 -2.234 0.0 -0.4 -0.1 0.0699
C -2.466 2.538 0.446 0.7 -0.9 0.7 -0.0484
C -1.769 3.548 -0.438 -1.0 -1.6 -1.0 -0.4288
C -2.499 4.840 -0.343 0.2 0.9 -0.2 -0.1718
O -1.922 5.723 -1.326 0.1 1.7 1.3 -0.2227
C -1.382 6.951 -0.767 0.9 -0.4 -1.2 -0.0820
N -0.324 3.579 -0.316 0.2 0.5 0.9 0.0814
H -2.078 1.544 0.225 0.3 -0.1 0.1 0.0634
H -3.509 2.442 0.197 -0.5 0.4 -0.1 0.0617
H -2.370 2.649 1.545 0.1 0.3 -0.6 0.0764
H -2.000 3.170 -1.471 0.4 0.4 0.5 0.1404
H -2.417 5.263 0.679 -0.1 0.0 -0.5 0.1376
H -3.549 4.681 -0.630 0.2 0.1 0.3 0.1379
H -2.023 7.637 -0.247 -1.2 -0.2 0.2 0.0740
H -1.030 7.519 -1.640 0.2 -0.2 0.3 0.0921
H -0.549 6.782 -0.067 0.0 -0.3 -0.4 0.0891
H 0.007 4.442 -0.732 0.2 0.0 -0.1 0.0757
H 0.014 3.548 0.656 -0.6 0.1 -0.4 0.0782
C -5.087 1.018 2.059 0.7 1.8 -0.8 -0.0575
C -4.338 -0.252 1.951 -0.5 -0.5 -0.8 -0.4518
C -3.423 -0.529 3.138 1.1 1.1 -0.8 -0.1222
O -2.285 0.399 3.162 -0.6 -1.4 -0.7 -0.2092
C -1.187 -0.141 2.415 -0.8 0.8 -0.5 -0.0816
N -5.347 -1.286 1.886 -0.6 -0.9 0.5 0.0557
H -5.710 1.045 2.923 -0.4 0.0 0.8 0.0803
H -5.720 1.150 1.179 -0.1 0.0 0.0 0.0741
H -4.372 1.859 2.055 -0.5 -0.2 0.3 0.0589
H -3.800 -0.243 0.986 0.5 0.2 0.5 0.1081
H -3.089 -1.561 3.031 0.3 -0.1 0.4 0.1204
H -3.907 -0.352 4.082 -0.5 -0.2 0.3 0.1234
H -0.467 0.670 2.331 0.1 -0.2 -0.1 0.0657
H -1.474 -0.523 1.415 0.0 0.5 0.3 0.0750
H -0.788 -0.992 2.904 0.6 -0.8 0.7 0.0590
H -5.949 -1.269 1.072 0.1 0.7 -0.1 0.0610
H -4.931 -2.189 1.836 0.5 -0.9 0.2 0.0562
C -2.672 2.856 4.749 -0.9 1.2 1.6 -0.0631
C -1.167 2.919 4.946 0.4 0.2 -0.4 -0.3646
C -0.434 3.779 3.859 -2.1 0.9 0.7 -0.1967
O -0.018 3.102 2.739 0.8 -1.3 -1.2 -0.2179
C 1.264 2.443 2.762 0.0 0.2 0.1 -0.0579
N -0.815 3.381 6.314 0.1 0.5 -0.9 0.0373
H -3.217 2.110 5.363 0.7 0.1 -0.1 0.0894
H -2.904 2.589 3.757 -0.3 0.0 -1.3 0.0231
H -3.154 3.844 5.050 0.6 -0.9 -0.7 0.1054
H -0.749 1.921 4.824 0.0 -0.2 0.1 0.1215
H 0.344 4.336 4.318 1.1 0.4 0.6 0.1013
H -1.134 4.558 3.460 0.2 -0.5 0.4 0.1406
H 1.383 1.913 1.795 -0.3 0.1 0.6 0.0860
H 1.368 1.752 3.630 -0.1 0.4 -0.7 0.0834
H 2.077 3.183 2.800 -0.2 -0.1 0.1 0.0947
H -1.020 4.384 6.417 -0.2 -0.7 0.1 0.1134
H -1.402 2.822 6.906 -0.3 0.2 0.8 0.0931
C -2.227 -4.334 -0.304 -0.1 0.4 -1.9 -0.0621
C -1.110 -5.021 0.373 0.0 0.3 1.7 -0.4764
C -0.729 -4.316 1.681 -0.3 -0.3 2.1 -0.2322
O -0.283 -3.000 1.571 1.2 0.7 -0.5 -0.2203
C 1.145 -2.940 1.298 -1.9 -1.3 -0.3 -0.0585
N -1.535 -6.356 0.722 0.9 -1.5 0.6 0.0351
H -1.943 -3.295 -0.567 -0.5 -0.2 0.7 0.0720
H -3.122 -4.510 0.299 -0.1 0.6 -0.3 0.0907
H -2.327 -4.778 -1.322 -0.4 0.0 0.6 0.0898
H -0.227 -4.928 -0.203 1.1 -0.4 -1.2 0.1143
H 0.019 -4.873 2.291 -0.1 -0.2 -0.7 0.1289
H -1.544 -4.225 2.416 -0.5 -0.4 -0.6 0.1298
H 1.710 -3.285 2.156 0.2 -0.4 0.1 0.0773
H 1.380 -1.925 1.144 0.4 1.1 -0.5 0.0537
H 1.266 -3.577 0.404 0.8 0.5 0.3 0.0941
H -1.927 -6.929 -0.027 0.2 0.6 0.0 0.0796
H -0.765 -6.908 1.143 -0.7 0.5 -0.4 0.0893
C 8.065 -6.440 -0.663 -0.3 -0.3 0.1 -0.0689
C 7.322 -6.135 0.671 0.9 -1.8 0.3 -0.4311
C 6.702 -4.793 0.798 0.2 1.3 0.9 -0.2137
O 6.047 -4.707 2.061 1.1 -1.2 -0.1 -0.2001
C 5.481 -3.494 2.398 -0.9 0.6 -1.2 -0.1296
N 6.373 -7.261 0.889 0.2 -0.1 -1.4 0.0262
H 9.042 -5.970 -0.839 -0.3 0.0 0.6 0.0731
H 7.493 -6.229 -1.579 -0.2 -0.1 0.4 0.0736
H 8.200 -7.530 -0.574 0.2 0.3 -0.5 0.0750
H 8.103 -6.279 1.462 -0.6 0.5 -0.4 0.1451
H 5.958 -4.638 0.041 -0.4 0.2 -0.8 0.1194
H 7.481 -3.999 0.729 -0.4 -0.3 -0.1 0.1388
H 4.606 -3.307 1.718 0.5 0.2 0.6 0.0956
H 6.177 -2.644 2.333 0.0 -0.1 -0.1 0.0857
H 5.135 -3.589 3.407 -0.3 0.1 0.6 0.0780
H 5.684 -7.110 1.604 -0.1 0.4 0.2 0.0552
H 5.890 -7.519 0.011 0.3 0.4 0.8 0.0778
C -2.725 -0.643 -1.501 0.6 -0.5 -0.5 -0.0711
C -4.150 -1.176 -1.672 1.3 -0.8 -0.6 -0.3655
C -5.082 0.006 -1.622 -0.5 0.4 -0.8 -0.2225
O -6.305 -0.362 -1.044 -0.6 -0.4 0.7 -0.2070
C -7.336 0.534 -1.417 0.7 0.4 0.2 -0.0917
N -4.274 -1.907 -2.968 0.2 1.1 0.1 0.0571
H -2.618 0.364 -1.890 -0.1 0.3 0.0 0.0670
H -2.011 -1.221 -2.101 -0.2 -0.1 0.3 0.0570
H -2.424 -0.682 -0.444 0.0 0.1 -0.4 0.0555
H -4.260 -1.887 -0.846 -0.7 0.3 0.1 0.1248
H -5.327 0.416 -2.625 0.5 -0.6 -0.1 0.1363
H -4.585 0.886 -1.172 -0.4 -0.4 0.7 0.1135
H -6.888 1.533 -1.324 -0.6 0.2 -0.1 0.0900
H -8.211 0.452 -0.769 0.3 -0.2 0.0 0.0938
H -7.613 0.340 -2.451 -0.2 0.1 -0.2 0.0876
H -5.232 -2.017 -3.234 -0.5 -0.3 0.0 0.0781
H -3.778 -2.787 -3.068 0.0 0.1 0.5 0.0825
C 1.033 4.981 -5.070 0.6 -0.3 0.1 -0.2556
C 0.581 4.709 -3.674 0.2 -0.1 0.4 -0.2233
O -0.828 4.649 -3.734 -0.8 -0.1 -0.4 -0.0823
O 0.657 6.285 -5.408 0.7 0.8 -0.6 -0.0458
H 0.559 4.244 -5.697 -0.2 -0.4 -0.6 0.1114
H 2.118 4.891 -5.209 -0.3 0.1 0.2 0.1344
H 0.863 5.587 -3.088 0.3 -0.3 0.4 0.1292
H 0.928 3.762 -3.245 0.4 0.3 0.0 0.1033
H -1.214 5.288 -3.136 -0.3 0.0 0.6 0.0618
H -0.277 6.408 -5.264 -0.6 -0.2 0.1 0.0750
C 0.957 -0.637 5.492 1.2 -0.9 1.0 -0.2117
C 1.605 -1.898 4.908 -0.2 0.4 0.2 -0.2302
O 2.998 -1.718 4.787 0.3 -0.1 -0.3 -0.0707
O 1.685 -0.454 6.735 -0.8 0.8 -0.5 -0.0913
H -0.106 -0.727 5.649 -0.6 -0.5 0.3 0.1105
H 1.044 0.206 4.826 0.6 0.4 -0.2 0.0727
H 1.307 -1.980 3.879 -0.7 -0.6 -0.3 0.0819
H 1.403 -2.797 5.545 -0.2 0.6 -0.6 0.1376
H 3.306 -1.479 5.657 0.2 0.3 0.6 0.0656
H 1.669 0.504 6.941 0.1 -0.4 -0.2 0.0616
C 0.157 -3.386 -6.071 0.5 -2.6 -0.7 -0.3223
C -1.072 -3.998 -5.512 -1.4 0.2 1.0 -0.2238
O -1.257 -3.622 -4.106 0.1 -1.3 -1.1 -0.0886
O 0.041 -2.036 -5.963 -0.3 1.3 0.3 -0.0432
H 0.173 -3.740 -7.136 0.3 0.3 0.5 0.1327
H 1.024 -3.853 -5.539 -0.2 0.6 -0.3 0.1335
H -1.083 -5.098 -5.588 0.1 0.5 0.2 0.1225
H -1.914 -3.592 -6.112 0.1 -0.3 0.4 0.1253
H -1.488 -2.700 -4.149 -0.1 1.1 -0.1 0.0130
H 0.861 -1.648 -6.257 0.7 0.5 -0.2 0.0381
C 2.518 0.392 -4.500 3.4 0.4 -1.1 -0.3073
C 2.466 0.370 -6.004 -2.5 -0.1 0.4 -0.2362
O 2.539 -0.931 -6.536 0.1 -0.5 -0.5 -0.0680
O 2.276 1.686 -4.157 -0.9 2.2 0.8 -0.0861
H 3.628 0.272 -4.260 -1.2 -0.9 0.3 0.1449
H 1.863 -0.304 -4.058 -0.6 -1.1 0.6 0.0883
H 3.226 1.027 -6.367 0.4 0.5 -0.6 0.1147
H 1.427 0.778 -6.219 1.3 -0.4 -0.4 0.1429
H 3.236 -1.433 -6.098 0.1 0.1 0.0 0.1051
H 1.470 1.740 -3.613 0.2 -0.2 0.5 0.0362
C -2.447 0.324 -5.599 0.1 -1.2 -1.4 -0.2215
C -1.716 1.564 -5.206 0.4 0.4 -0.1 -0.2640
O -2.330 2.287 -4.154 -0.5 -0.6 -0.2 -0.0703
O -2.364 -0.788 -4.698 -0.1 1.0 0.0 -0.1005
H -1.996 -0.140 -6.518 -0.2 1.0 0.4 0.1275
H -3.470 0.652 -5.870 0.1 -0.6 0.4 0.1290
H -1.555 2.206 -6.084 -0.5 -0.1 -0.1 0.1265
H -0.723 1.317 -4.912 1.1 -0.6 0.4 0.0883
H -1.787 3.073 -4.051 0.1 0.6 0.3 0.0256
H -3.193 -0.870 -4.215 -0.4 -0.3 0.4 0.0258
C 3.839 2.291 5.508 -1.6 1.5 0.3 -0.2103
C 2.553 3.144 5.788 2.0 0.8 -0.5 -0.2936
O 1.605 2.379 6.373 -1.6 -1.1 1.4 -0.1164
O 4.496 3.082 4.539 0.4 -0.1 -0.3 -0.0714
H 3.579 1.291 5.139 0.0 0.1 0.1 0.1134
H 4.379 2.261 6.440 0.5 -0.4 0.3 0.1141
H 2.257 3.463 4.787 -0.1 0.4 0.1 0.0626
H 2.815 4.075 6.399 -0.1 -1.1 -0.7 0.1459
H 0.749 2.888 6.540 0.5 -0.3 -0.3 0.0495
H 5.437 2.956 4.633 0.4 0.0 -0.1 0.0803
```
Positions in Å, forces in eV/Å.

The energy above the lowest of the compared OMol25 structures with the same formula, charge and spin comes out at 136.6 kJ/mol. The total charge is 0. The HOMO-LUMO gap comes out at 9.4 eV.